Below is a single C5H10FN molecule, with properties calculated with ωB97M-V/def2-TZVPD.

The value obtained for the energy above the lowest of the compared OMol25 structures with the same formula, charge and spin is 20.89 kcal per mole. The lowest unoccupied orbital energy is 1.00 eV. Its SMILES is C/C(=C\CN)CF. Its charge is 0. The spin multiplicity is 1. The calculation puts the highest occupied orbital energy at -9.4 eV. As for the orbital gap: 10.41 eV.

Last column: Mulliken charge in e.
Geometry (Å):
C  -0.92907  1.37426  -0.04012  -1.3467
C  -0.79601  -0.09985  -0.17835  0.9124
C  0.36050  -0.80467  -0.25187  -0.5795
C  1.74117  -0.20902  -0.36906  -0.4793
N  2.55189  -0.34853  0.88929  -0.6699
C  -2.11118  -0.86864  -0.14845  -0.4391
F  -2.89993  -0.30049  0.83626  -0.2996
H  -1.11512  1.65452  0.96463  0.2617
H  -1.79648  1.64646  -0.61356  0.3868
H  -0.09032  1.91089  -0.47329  0.4074
H  0.38009  -1.87199  -0.05658  0.2272
H  2.30796  -0.69943  -1.21592  0.2912
H  1.68752  0.82849  -0.67963  0.2672
H  3.33834  0.30963  0.87879  0.2302
H  1.96103  0.03464  1.65774  0.2474
H  -2.54998  -0.59264  -1.10233  0.2542
H  -2.04040  -1.96360  -0.09755  0.3283

Atomic forces in eV per Å
C 0.13 -0.33 -1.63
C 1.37 -2.30 0.72
C -0.17 0.95 0.64
C 1.02 -0.16 -0.55
N -1.07 0.72 0.39
C 1.04 1.22 -0.76
F -0.42 -0.52 0.38
H -0.04 0.29 1.02
H -0.56 0.51 -0.22
H 0.15 0.06 0.26
H -0.36 -0.12 -0.41
H -0.55 0.17 0.97
H -0.22 0.33 -0.01
H -0.22 -0.41 -0.33
H 0.48 -0.56 -0.67
H -0.62 -0.24 -0.26
H 0.05 0.39 0.46

---

Below is a molecular structure, C5H10FNO, with properties calculated with ωB97M-V/def2-TZVPD.

The value obtained for the energy above the lowest of the compared OMol25 structures with the same formula, charge and spin is 140.17 kcal per mole. The lowest unoccupied orbital energy is 0.56 eV. Its charge is 0. The spin multiplicity is 1. The calculation puts the highest occupied orbital energy at -9.1 eV. As for the orbital gap: 9.68 eV.

Last column: Mulliken charge in e.
Geometry (Å):
C  -2.45200  -0.18978  -0.78124  -1.1734
C  -1.29397  -0.71175  0.12574  0.0737
C  0.01514  -0.40314  -0.55084  -0.4756
C  1.37118  -0.33005  0.25585  -0.1539
C  0.90675  0.83300  -0.52731  -0.0205
H  -2.37486  0.76735  -1.37499  0.2925
H  -2.85555  -1.19183  -1.62664  0.2751
H  -3.51775  -0.14737  -0.23034  0.3374
H  -1.34143  -1.75606  0.21981  0.3714
H  -1.42260  0.72544  1.19941  0.3799
H  -0.28762  -0.75669  -1.63061  0.2928
H  1.14922  -0.04485  1.25883  0.4147
H  3.44480  -0.84418  1.03814  0.2642
H  2.78679  -2.02308  -0.75529  0.2837
H  1.44325  0.98108  -1.44011  0.4506
N  2.81904  -0.79700  -0.05192  -0.7109
O  -1.47157  -0.20426  1.45264  -0.5694
F  0.41472  1.81262  0.10565  -0.3321

Atomic forces in eV per Å
C -4.25 -3.02 -1.67
C -0.93 1.83 0.02
C 0.81 -0.82 -2.16
C 1.45 -0.23 -1.79
C -0.19 -5.00 -1.80
H 0.47 -1.16 0.71
H 1.69 3.21 2.20
H 2.67 0.10 -0.69
H -0.29 -1.46 0.01
H -0.14 0.49 1.17
H 1.99 0.08 1.83
H -0.08 -0.78 1.03
H -2.71 -0.61 -4.43
H 0.17 4.49 3.45
H 0.18 0.70 -0.50
N 0.01 -3.39 1.24
O 0.53 0.54 -1.05
F -1.37 5.05 2.43

---

Below is 2 unconnected molecules or ions with the total composition C5H10I2, with properties calculated with ωB97M-V/def2-TZVPD.

The value obtained for the energy above the lowest of the compared OMol25 structures with the same formula, charge and spin is 59.47 kcal per mole. The lowest unoccupied orbital energy (spin up / spin down) is -0.01 / 0.42 eV. Its charge is 0. The spin multiplicity is 1. The calculation puts the highest occupied orbital energy (spin up / spin down) at -7.3 / -7.9 eV. As for the orbital gap (spin up / spin down): 7.29 / 8.34 eV.

Last column: Mulliken charge in e.
Geometry (Å):
C  -1.11062  2.35473  1.08088  -0.8411
C  0.37126  -0.99843  -1.83712  -0.8471
C  1.45365  -1.84447  0.33836  -1.2118
C  -1.57789  0.95774  1.13149  -0.4470
C  1.14125  -0.75187  -0.60886  0.3162
I  -2.85007  0.19843  -0.33144  0.0347
I  2.13941  1.07234  -0.37506  0.0030
H  -0.07615  2.40527  1.43613  0.1892
H  -1.69816  3.01298  1.73236  0.3117
H  -1.13801  2.75456  0.06969  0.3486
H  0.63713  -1.95822  -2.28139  0.3112
H  0.50713  -0.21206  -2.57450  0.3628
H  -0.70931  -1.04649  -1.61196  0.0093
H  0.57403  -2.47254  0.48551  0.2907
H  2.25059  -2.49172  -0.04766  0.3173
H  1.78311  -1.46100  1.30256  0.4150
H  -1.69737  0.48077  2.09099  0.4375

Atomic forces in eV per Å
C 0.16 0.19 -0.12
C -0.42 0.13 -0.16
C 0.13 0.10 0.14
C -0.44 -0.20 -0.18
C 0.24 0.50 0.30
I 0.11 0.26 0.42
I -0.09 -0.40 -0.11
H -0.02 0.02 -0.01
H -0.08 -0.05 -0.04
H 0.04 0.06 -0.01
H 0.12 -0.13 -0.10
H -0.01 -0.02 -0.10
H 0.29 -0.04 -0.09
H -0.09 -0.06 0.03
H 0.05 -0.04 -0.03
H -0.04 -0.08 0.04
H 0.05 -0.24 0.00

---

Below is a gas-phase ion, C5H10IN2S (charge +1), with properties calculated with ωB97M-V/def2-TZVPD.

The value obtained for the energy above the lowest of the compared OMol25 structures with the same formula, charge and spin is 17.42 kcal per mole. The lowest unoccupied orbital energy is -4.19 eV. Its charge is +1. The spin multiplicity is 1. The calculation puts the highest occupied orbital energy at -13.0 eV. As for the orbital gap: 8.80 eV.

Last column: Mulliken charge in e.
Geometry (Å):
C  -0.85971  0.20198  0.10977  0.3531
C  1.14714  1.39860  -0.20170  -0.4592
C  -0.06297  2.29835  -0.04590  -0.5101
C  0.49738  -2.39923  0.40051  -1.2631
C  1.04447  -1.32845  -0.49322  -0.3771
N  0.44373  0.04741  -0.12506  0.0554
N  -1.16082  1.43933  0.51405  -0.1688
S  -2.11323  -1.25394  0.23061  -0.0911
I  -4.16093  -0.12245  0.26705  0.0898
H  1.48821  1.40372  -1.21024  0.3104
H  1.91096  1.58493  0.51777  0.3349
H  0.33607  3.15621  0.60539  0.3150
H  -0.39702  2.72967  -0.95836  0.3219
H  0.94343  -3.37538  -0.00271  0.3441
H  0.71175  -2.28253  1.39710  0.4425
H  -0.57680  -2.69189  0.34893  0.4027
H  2.13181  -1.25900  -0.37319  0.3672
H  0.80386  -1.33096  -1.53810  0.3071
H  -2.12734  1.78362  0.55729  0.2252

Atomic forces in eV per Å
C -0.09 -1.65 1.56
C -2.31 -1.98 -0.82
C 0.82 2.06 2.04
C -0.44 -3.16 -3.20
C -0.65 2.40 0.69
N -0.49 -0.92 0.37
N 0.48 0.58 -1.04
S 1.47 2.18 -0.40
I -0.43 0.33 0.00
H 0.86 0.48 -0.61
H 0.50 -0.44 0.59
H -1.51 -1.14 -0.52
H -0.23 0.26 -0.84
H -0.19 1.22 0.87
H 0.88 0.38 2.32
H 0.98 0.58 -0.30
H -0.32 0.17 0.00
H 0.03 -1.04 -0.61
H 0.64 -0.32 -0.08

---

Below is 2 unconnected molecules or ions with the total composition C5H10IN3Si, with properties calculated with ωB97M-V/def2-TZVPD.

The value obtained for the energy above the lowest of the compared OMol25 structures with the same formula, charge and spin is 47.60 kcal per mole. The lowest unoccupied orbital energy is 0.34 eV. Its charge is 0. The spin multiplicity is 1. The calculation puts the highest occupied orbital energy at -8.2 eV. As for the orbital gap: 8.51 eV.

Last column: Mulliken charge in e.
Geometry (Å):
C  -0.27962  1.73128  0.23683  -0.1696
C  -0.17582  0.41514  -0.37317  0.0525
C  -2.42578  3.14764  0.38056  -0.8102
C  1.03103  -2.37146  1.65366  -1.1188
C  1.54404  -1.83098  -1.99960  -1.0442
N  -1.42583  0.03974  -0.86309  -0.2282
N  -2.19723  1.00437  -0.62201  -0.6685
N  -1.60906  2.05551  -0.00750  0.5975
Si  1.27794  -0.70100  -0.44850  0.3681
I  3.26248  0.71331  0.04498  -0.1931
H  0.45476  2.35128  0.64624  0.3537
H  -3.03754  3.66176  -0.38766  0.2943
H  -3.02311  2.84882  1.28697  0.2878
H  -1.87940  4.09116  0.70568  0.2999
H  0.69600  -3.36322  1.52449  0.3420
H  2.08941  -2.41898  1.85401  0.3198
H  0.31683  -1.83840  2.25492  0.2943
H  2.34700  -2.40797  -1.82753  0.3655
H  0.71346  -2.51638  -2.12281  0.3331
H  1.79634  -1.20801  -2.85680  0.3241

Atomic forces in eV per Å
C -2.40 -3.29 -2.71
C 0.01 2.13 0.98
C -0.79 2.80 1.98
C 0.68 2.05 -2.40
C -2.35 2.93 0.53
N 2.23 0.95 0.97
N -2.88 1.39 -0.24
N 2.49 -2.00 -0.55
Si 0.06 -2.91 1.63
I -0.35 -0.36 -0.12
H 0.69 0.83 0.60
H 0.03 -1.42 -0.03
H 0.22 0.35 -1.14
H 0.29 -1.65 -0.13
H -0.61 -1.04 -0.92
H 0.08 0.56 0.71
H 0.39 0.51 0.47
H 3.09 -2.04 0.89
H -0.41 0.31 -0.28
H -0.47 -0.09 -0.24

---

Below is 2 unconnected molecules or ions with the total composition C5H10INO, with properties calculated with ωB97M-V/def2-TZVPD.

The value obtained for the energy above the lowest of the compared OMol25 structures with the same formula, charge and spin is 74.73 kcal per mole. The lowest unoccupied orbital energy is 0.79 eV. Its SMILES is C/C=[NH+]/[O-].C/C=C/I. Its charge is 0. The spin multiplicity is 1. The calculation puts the highest occupied orbital energy at -8.5 eV. As for the orbital gap: 9.24 eV.

Last column: Mulliken charge in e.
Geometry (Å):
C  2.24672  2.49493  -0.03834  -1.0664
C  1.38311  1.33178  -0.28893  -0.0245
N  0.14454  1.40971  0.08563  0.0965
O  -0.80307  0.70096  -0.23646  -0.5568
H  1.63788  3.48670  -0.13515  0.2492
H  3.11776  2.54051  -0.57433  0.3488
H  2.51137  2.37047  0.96675  0.3067
H  1.60614  0.51340  -0.97086  0.4180
H  -0.10504  2.18416  0.73035  0.2395
C  -2.40800  -2.87217  0.02157  -1.0472
C  -3.31920  -1.77284  0.54898  0.0916
C  -4.11074  -1.22280  -0.37618  -0.6274
I  -5.29736  0.46618  0.05329  -0.0314
H  -1.35784  -2.83381  0.59114  0.2362
H  -2.26157  -2.77751  -1.04366  0.3158
H  -2.92113  -3.80581  0.13286  0.3554
H  -3.33921  -1.42385  1.67088  0.2573
H  -3.94280  -1.35754  -1.34867  0.4387

Atomic forces in eV per Å
C -3.03 1.67 1.01
C -0.87 -0.28 -1.27
N 1.26 1.27 0.47
O -1.75 -1.76 -0.36
H 1.27 -1.65 0.06
H 1.92 0.04 -1.64
H 0.86 0.53 1.79
H -0.01 0.17 0.21
H 0.33 -0.03 -0.26
C 1.92 0.90 2.02
C -0.40 0.59 0.54
C 0.14 1.53 4.79
I 0.02 -0.37 -0.09
H -2.32 -0.39 -1.36
H 0.29 0.34 -0.25
H 0.12 -0.83 0.54
H 0.05 -0.99 -2.40
H 0.20 -0.73 -3.78

---

Below is a single C5H10INO3 molecule, with properties calculated with ωB97M-V/def2-TZVPD.

The value obtained for the energy above the lowest of the compared OMol25 structures with the same formula, charge and spin is 0.00 kcal per mole. The lowest unoccupied orbital energy is -0.10 eV. Its SMILES is CCC[C@@H](O)[C@H](I)[N+](=O)[O-]. Its charge is 0. The spin multiplicity is 1. The calculation puts the highest occupied orbital energy at -9.8 eV. As for the orbital gap: 9.66 eV.

Last column: Mulliken charge in e.
Geometry (Å):
C  1.43868  -2.59658  0.78353  -1.1597
C  1.46830  -1.09565  0.50486  -0.3491
C  0.12862  -0.51431  0.26190  -0.5424
C  -0.15731  0.99263  0.02240  -0.1725
O  0.70473  1.53941  -0.95062  -0.5388
C  -1.60259  1.18932  -0.29544  -0.9589
I  -2.19999  0.22207  -2.17675  0.1519
N  -1.72906  2.62772  -0.47189  1.2003
O  -1.44238  3.34625  0.44507  -0.5962
O  -2.10388  2.95751  -1.57117  -0.5469
H  0.85547  -2.90799  1.74869  0.2924
H  2.51192  -2.84961  0.84673  0.3569
H  1.06344  -2.99132  -0.14725  0.3287
H  1.92168  -0.95229  -0.44845  0.2652
H  2.03984  -0.68711  1.43705  0.2831
H  -0.22834  -1.02887  -0.68324  0.0972
H  -0.53201  -0.71816  1.08051  0.3368
H  -0.10067  1.57209  0.97351  0.5261
H  0.27126  1.25289  -1.78138  0.4440
H  -2.30770  0.64201  0.42195  0.5816

Atomic forces in eV per Å
C 0.00 0.31 0.78
C 1.03 0.68 2.75
C -1.86 0.51 -0.91
C 1.59 -1.37 1.33
O -0.98 -0.02 -0.33
C -0.94 -2.78 -0.24
I 0.09 -0.18 0.34
N -1.54 0.39 -0.89
O 0.11 0.41 0.60
O 0.03 1.51 -0.04
H 1.03 0.53 -1.98
H -0.62 -0.49 0.28
H -0.49 -1.07 0.09
H 1.54 0.25 -0.28
H -0.83 0.17 -2.01
H -0.01 0.33 1.16
H -0.68 -0.77 0.52
H 0.71 -0.33 -0.55
H 0.73 0.31 -0.01
H 1.07 1.62 -0.62

---

Q: What is the formula in the third record?
A: C5H10I2

---

What did the seventh record say?
Below is a single C5H10INO3 molecule, with properties calculated with ωB97M-V/def2-TZVPD.

The value obtained for the energy above the lowest of the compared OMol25 structures with the same formula, charge and spin is 0.00 kcal per mole. The lowest unoccupied orbital energy is -0.10 eV. Its SMILES is CCC[C@@H](O)[C@H](I)[N+](=O)[O-]. Its charge is 0. The spin multiplicity is 1. The calculation puts the highest occupied orbital energy at -9.8 eV. As for the orbital gap: 9.66 eV.

Last column: Mulliken charge in e.
Geometry (Å):
C  1.43868  -2.59658  0.78353  -1.1597
C  1.46830  -1.09565  0.50486  -0.3491
C  0.12862  -0.51431  0.26190  -0.5424
C  -0.15731  0.99263  0.02240  -0.1725
O  0.70473  1.53941  -0.95062  -0.5388
C  -1.60259  1.18932  -0.29544  -0.9589
I  -2.19999  0.22207  -2.17675  0.1519
N  -1.72906  2.62772  -0.47189  1.2003
O  -1.44238  3.34625  0.44507  -0.5962
O  -2.10388  2.95751  -1.57117  -0.5469
H  0.85547  -2.90799  1.74869  0.2924
H  2.51192  -2.84961  0.84673  0.3569
H  1.06344  -2.99132  -0.14725  0.3287
H  1.92168  -0.95229  -0.44845  0.2652
H  2.03984  -0.68711  1.43705  0.2831
H  -0.22834  -1.02887  -0.68324  0.0972
H  -0.53201  -0.71816  1.08051  0.3368
H  -0.10067  1.57209  0.97351  0.5261
H  0.27126  1.25289  -1.78138  0.4440
H  -2.30770  0.64201  0.42195  0.5816

Atomic forces in eV per Å
C 0.00 0.31 0.78
C 1.03 0.68 2.75
C -1.86 0.51 -0.91
C 1.59 -1.37 1.33
O -0.98 -0.02 -0.33
C -0.94 -2.78 -0.24
I 0.09 -0.18 0.34
N -1.54 0.39 -0.89
O 0.11 0.41 0.60
O 0.03 1.51 -0.04
H 1.03 0.53 -1.98
H -0.62 -0.49 0.28
H -0.49 -1.07 0.09
H 1.54 0.25 -0.28
H -0.83 0.17 -2.01
H -0.01 0.33 1.16
H -0.68 -0.77 0.52
H 0.71 -0.33 -0.55
H 0.73 0.31 -0.01
H 1.07 1.62 -0.62